A cluster of 2 separate species, C5H5O2S2 in total, computed with wB97M-V/def2-TZVPD.

The lowest unoccupied orbital energy (alpha / beta) comes out at 3.32 / 3.32 eV. Its net charge is -1. Its HOMO-LUMO gap (alpha / beta) is 5.49 / 5.49 eV. The value obtained for the maximum force is 3.77 eV/Å.

Each line ends with the Mulliken charge.
Cartesian coordinates (Å):
C  0.08388  -0.95636  -0.58351  -0.28
C  1.07182  0.00130  -0.75694  -1.06
C  0.42795  -2.05011  0.11822  -0.42
C  2.27240  -0.29585  -0.11688  0.33
C  -0.32491  0.78436  1.69698  -0.01
O  3.52546  1.93174  -0.68143  -0.67
O  -1.40272  0.19334  1.86473  -0.48
S  2.06115  -1.73620  0.77807  -0.26
S  3.71825  0.67953  0.13687  0.02
H  -0.95017  -0.76170  -0.98771  0.25
H  0.89658  0.83856  -1.27100  0.71
H  -0.10941  -2.97072  0.30492  0.38
H  0.44749  0.77762  2.56169  0.21
H  -0.03216  1.48327  0.91015  0.29

Atoms 1-6, force components in eV/Å:
-2.356 -0.421 -1.157
1.805 -1.908 1.602
1.111 -0.067 0.810
-0.147 0.872 0.503
-1.311 -0.628 2.946
-0.153 1.309 -0.706

***

A cluster of 11 separate species, H22O11 in total, computed with wB97M-V/def2-TZVPD.

Its spin multiplicity is 2. The lowest unoccupied orbital energy (alpha / beta) comes out at 2.65 / 2.55 eV. Its net charge is -1. Its HOMO-LUMO gap (alpha / beta) is 2.95 / 9.73 eV. The value obtained for the maximum force is 1.67 eV/Å. The expectation value of S² is 0.7505.

Each line ends with the Mulliken charge.
Cartesian coordinates (Å):
O  -1.69510  -0.93543  -1.87438  -0.73
H  -2.46499  -0.83994  -2.43507  0.36
H  -2.02502  -0.79240  -0.98729  0.06
O  2.41029  0.01653  -1.28198  -0.82
H  2.21063  -0.42960  -2.10499  0.35
H  1.59181  -0.01590  -0.78674  0.24
O  1.20043  2.34278  1.77772  -0.74
H  2.12049  2.32131  2.04088  0.34
H  0.96626  1.42371  1.64849  0.28
O  -2.19990  -3.34039  0.19955  -0.75
H  -1.27483  -3.16821  0.37518  0.33
H  -2.63272  -2.49947  0.34700  0.17
O  2.80728  -0.25630  2.16433  -0.62
H  2.49864  -0.85882  1.48762  0.28
H  3.72462  -0.49487  2.29781  0.29
O  0.08959  0.76609  -2.84467  -0.71
H  0.13974  1.45474  -2.18174  0.22
H  -0.51656  0.12287  -2.47717  0.45
O  1.80200  2.55461  -1.08439  -0.81
H  1.62584  2.58003  -0.14388  0.40
H  2.06168  1.64934  -1.25553  0.35
O  -2.77410  -0.50872  0.96469  1.32
H  -3.62136  -0.06492  0.92695  -0.31
H  -2.56415  -0.54616  1.89783  -0.36
O  -1.11280  2.89099  -1.17875  -0.48
H  -2.06963  2.87474  -1.15798  0.24
H  -0.89213  3.80499  -1.35798  0.23
O  0.14078  0.03780  0.25859  -0.70
H  -0.48089  0.62007  -0.17813  0.16
H  -0.40121  -0.50822  0.82810  0.00
O  0.36832  -3.27040  1.67842  -0.70
H  -0.09835  -3.06304  2.48802  0.37
H  1.06535  -3.86782  1.94948  0.26

Atoms 1-6, force components in eV/Å:
0.036 -0.274 -0.411
-0.270 -0.018 -0.180
-0.242 -0.017 0.723
1.271 -0.560 -0.001
-0.262 0.090 -0.300
-0.762 -0.398 0.422

***

A structure of composition C18H16F5IrN3O16P2, computed with wB97M-V/def2-TZVPD.

The lowest unoccupied orbital energy comes out at 1.70 eV. Its net charge is -1. Its HOMO-LUMO gap is 7.88 eV. The value obtained for the maximum force is 0.37 eV/Å.

Each line ends with the Mulliken charge.
Cartesian coordinates (Å):
Ir  0.73997  0.77327  0.68202  4.21
N  1.44505  2.70140  0.67099  -0.60
C  0.38033  3.67840  0.32666  -0.70
C  -0.16645  3.38609  -1.05992  -0.78
C  -1.16730  2.23308  -1.09522  0.64
O  -2.13122  2.28416  -1.83469  -0.74
O  -0.93899  1.22155  -0.31042  -1.03
H  1.78995  2.88480  1.61196  0.38
H  2.22897  2.84113  0.03985  0.29
H  0.79733  4.68795  0.37233  0.44
H  -0.39422  3.57908  1.08415  0.33
H  0.64745  3.15053  -1.75526  0.24
H  -0.67883  4.26185  -1.45417  0.37
C  5.38817  -1.19536  -0.68960  -1.64
C  4.03112  -1.22712  -0.00144  0.95
O  3.97495  -2.37602  0.85317  -0.59
P  3.79399  0.17752  1.09934  0.55
O  4.11867  1.48169  0.24664  -0.71
O  4.97098  0.19072  2.15855  -0.60
O  2.46238  0.21134  1.78314  -0.65
P  2.63015  -1.16646  -1.25040  0.98
O  1.69393  -2.30014  -0.66589  -0.78
O  3.15463  -1.44326  -2.59231  -0.81
O  1.96434  0.21622  -1.00421  -1.36
H  6.19484  -1.18426  0.04528  0.39
H  5.48439  -0.32901  -1.34176  0.32
H  5.46764  -2.08577  -1.30994  0.41
H  3.09624  -2.76957  0.73397  0.47
H  3.56348  1.40501  -0.55614  0.42
H  4.98135  -0.63666  2.66045  0.39
H  0.92754  -1.92437  -0.11591  0.53
O  -2.04085  -1.98542  1.36919  -0.70
C  -1.31178  -1.54330  0.51191  0.01
O  -0.05957  -1.18284  0.74325  -1.20
C  -1.81301  -1.50969  -0.91829  0.92
C  -3.07435  -2.02977  -1.16367  -0.85
C  -3.60080  -1.95511  -2.44081  -0.33
C  -2.93134  -1.35925  -3.48953  -0.52
C  -1.68013  -0.85038  -3.20779  -0.52
C  -1.09895  -0.92909  -1.95860  0.34
N  -0.95416  -0.14773  -4.28073  1.07
O  -1.38047  -0.26287  -5.41515  -0.69
O  0.01991  0.49964  -3.96811  -0.55
N  -4.94053  -2.51374  -2.69585  1.06
O  -5.52636  -3.02779  -1.76526  -0.63
O  -5.40071  -2.39047  -3.81480  -0.65
H  -3.63767  -2.46871  -0.35396  0.70
H  -3.36495  -1.28396  -4.47333  0.61
H  -0.12229  -0.49614  -1.81143  0.50
F  -4.45724  -0.99719  4.61142  -0.35
C  -3.39470  -0.39700  4.05697  0.81
C  -3.56771  0.68397  3.21319  0.15
F  -4.80206  1.14372  2.96594  -0.34
C  -2.46741  1.29509  2.64243  0.22
F  -2.66230  2.36550  1.85666  -0.39
C  -1.16715  0.84985  2.88220  -0.02
O  -0.11368  1.47387  2.36353  -0.99
C  -1.02730  -0.23707  3.74545  0.60
F  0.19352  -0.71150  4.00856  -0.39
C  -2.11832  -0.85247  4.32487  0.19
F  -1.94845  -1.90796  5.13050  -0.35

Atoms 1-6, force components in eV/Å:
0.212 -0.132 -0.185
-0.096 0.102 0.019
0.105 -0.008 -0.052
-0.074 -0.012 0.028
0.096 0.014 -0.068
0.005 0.002 0.012

***

A cluster of 15 separate species, C6H39NO14 in total, computed with wB97M-V/def2-TZVPD.

The lowest unoccupied orbital energy comes out at 0.18 eV. Its net charge is 0. Its HOMO-LUMO gap is 9.53 eV. The value obtained for the maximum force is 4.04 eV/Å.

Each line ends with the Mulliken charge.
Cartesian coordinates (Å):
C  -1.89472  -0.23299  1.16038  -0.81
C  -2.70994  -0.71434  -0.03347  -0.14
C  -2.58181  -2.34087  -0.15159  -1.10
C  -1.34311  -2.63116  -1.00740  0.43
C  -0.46666  -3.57368  -0.67474  -1.00
C  -0.95622  -2.28931  -3.37821  -0.76
N  -1.31343  -1.88944  -2.24149  0.30
H  -2.53522  -0.44271  2.04833  0.54
H  -0.97598  -0.81042  1.39631  -0.01
H  -1.85428  0.86947  1.07450  0.15
H  -3.65696  -0.23074  0.12012  0.55
H  -2.40139  -0.30855  -0.99637  -0.23
H  -2.58940  -2.77737  0.78668  0.54
H  -3.56025  -2.68177  -0.47800  0.36
H  0.40572  -3.60355  -1.35656  0.24
H  -0.44204  -4.22935  0.14542  0.41
H  -0.89939  -1.57374  -4.15735  0.39
H  -0.95056  -3.34785  -3.72265  0.28
H  1.50202  -1.56685  -3.48394  0.36
H  3.05223  -1.97035  -3.63919  0.25
O  2.31402  -1.82507  -3.05250  -0.60
H  3.14743  1.13317  3.00162  0.52
H  4.24420  0.14844  2.85686  0.28
O  3.53707  0.47322  2.31887  -0.74
H  1.69581  1.35532  4.62492  0.35
H  2.16341  2.72547  3.93004  0.30
O  2.41637  1.79881  4.20582  -0.69
H  1.14530  -1.49239  0.90789  0.27
H  2.13667  -0.91371  2.03550  0.41
O  1.51051  -1.68253  1.77350  -0.71
H  -3.17716  0.93405  -2.83337  0.32
H  -3.45897  -0.51189  -2.74176  0.35
O  -3.12472  0.15036  -3.36769  -0.65
H  3.77222  1.71995  0.71256  0.38
H  2.83273  1.07684  -0.12583  0.25
O  3.26621  1.95334  -0.04637  -0.67
H  0.24616  -0.07009  -0.59105  0.07
H  1.30474  -0.16642  -1.68841  0.14
O  1.17184  0.01376  -0.75297  -0.28
H  1.79584  3.77822  -0.24704  0.30
H  1.30985  2.29890  -0.08949  0.42
O  1.01525  3.24245  -0.23918  -0.85
H  0.58761  2.99900  -2.20629  0.39
H  1.16165  2.44239  -3.45209  0.30
O  0.43815  3.01698  -3.17350  -0.67
H  -2.47778  4.22675  -1.04309  0.31
H  -3.07241  4.07361  0.37403  0.30
O  -2.83190  3.55739  -0.44681  -0.59
H  0.25359  0.13660  -4.81838  0.29
H  -0.44972  0.19575  -3.44269  0.30
O  0.40982  0.17190  -3.87352  -0.61
H  0.22602  -2.68770  3.05229  0.32
H  -1.23593  -2.56947  3.26018  0.29
O  -0.42067  -2.53435  3.77657  -0.67
H  -0.16663  -0.50281  3.90580  0.36
H  0.71773  -0.55748  5.11170  0.32
O  0.13554  0.02164  4.60931  -0.68
H  0.00979  2.25377  2.42686  0.31
H  0.92162  3.03310  1.49957  0.43
O  0.70014  2.92829  2.43735  -0.62

Atoms 1-6, force components in eV/Å:
-0.832 0.009 0.752
1.112 -1.592 0.085
-0.859 3.498 -1.836
-2.390 -1.121 -0.465
1.685 1.225 -2.394
-1.464 -2.021 0.181

***

An isolated molecule of C41H32N4O, computed with wB97M-V/def2-TZVPD.

The lowest unoccupied orbital energy comes out at 0.37 eV. Its net charge is 0. Its HOMO-LUMO gap is 8.21 eV. The value obtained for the maximum force is 1.73 eV/Å. The SMILES is O=Cc1nccn1C(c1ccc(N(c2ccccc2)c2ccccc2)cc1)c1ccc(N(c2ccccc2)c2ccccc2)cc1.

Each line ends with the Mulliken charge.
Cartesian coordinates (Å):
O  -1.46504  -2.48160  3.30227  -0.55
C  -0.40807  -1.88911  3.47876  -0.03
C  0.87056  -2.29771  2.89157  0.61
N  1.04767  -3.24761  1.97352  -0.71
C  2.35016  -3.19862  1.58406  -0.52
C  3.00145  -2.20953  2.30137  -0.21
N  2.05460  -1.62261  3.10970  0.45
C  2.26517  -0.59757  4.10698  0.11
C  3.27679  0.39931  3.59454  0.59
C  2.78507  1.65000  3.20194  -1.10
C  3.65867  2.61928  2.73617  -0.94
C  5.00887  2.28697  2.53091  1.05
N  5.89229  3.26558  2.09344  0.94
C  5.75822  4.61651  2.52356  -0.65
C  5.14660  5.54657  1.67997  0.04
C  5.12931  6.89184  2.04427  -0.74
C  5.71818  7.29458  3.24798  -0.37
C  6.32303  6.35700  4.09120  -0.82
C  6.33240  5.00916  3.73689  -0.03
C  7.03788  2.88759  1.34399  -0.55
C  8.28767  2.80976  1.96126  0.15
C  9.40888  2.48130  1.19286  -0.73
C  9.27847  2.29321  -0.18609  -0.36
C  8.02504  2.39228  -0.80312  -0.76
C  6.89499  2.64803  -0.02877  -0.13
C  5.49089  1.01066  2.85301  -1.07
C  4.63728  0.10699  3.48894  -0.88
C  2.55618  -1.18909  5.48187  0.65
C  1.60409  -2.03752  6.04323  -0.85
C  1.80143  -2.59188  7.30188  -0.73
C  3.02792  -2.40687  7.95018  0.03
N  3.26829  -3.04576  9.17527  1.19
C  4.48603  -3.74882  9.37572  -0.59
C  5.48129  -3.20293  10.19408  0.08
C  6.66430  -3.91584  10.40782  -0.72
C  6.81480  -5.19165  9.85588  -0.33
C  5.81279  -5.74136  9.04563  -0.71
C  4.66601  -4.99818  8.76478  -0.15
C  2.39187  -2.85219  10.27663  -0.66
C  1.64339  -3.92357  10.77686  -0.08
C  0.84984  -3.74509  11.91273  -0.70
C  0.84155  -2.51059  12.57316  -0.33
C  1.59387  -1.44254  12.07369  -0.75
C  2.33450  -1.60127  10.90131  0.01
C  4.00668  -1.58974  7.37538  -0.73
C  3.70498  -0.87679  6.21619  -0.45
H  -0.34842  -0.96123  4.09786  0.32
H  2.75825  -3.84606  0.82187  0.44
H  4.02783  -1.90605  2.27508  0.44
H  1.32618  -0.05580  4.21013  0.47
H  1.71376  1.85587  3.29579  0.34
H  3.30088  3.62297  2.51361  0.45
H  4.70240  5.19454  0.74650  0.43
H  4.66254  7.61791  1.37935  0.37
H  5.72511  8.34882  3.52262  0.37
H  6.79859  6.66412  5.02351  0.37
H  6.80062  4.24874  4.36576  0.41
H  8.35144  2.97168  3.03854  0.30
H  10.37695  2.37317  1.68821  0.38
H  10.16486  2.07946  -0.78679  0.37
H  7.91784  2.26142  -1.88022  0.37
H  5.89272  2.67560  -0.46009  0.41
H  6.53453  0.75948  2.66086  0.41
H  5.06241  -0.81715  3.88749  0.80
H  0.67888  -2.24592  5.51133  0.14
H  1.03779  -3.20418  7.77467  0.51
H  5.31363  -2.21713  10.63375  0.42
H  7.45404  -3.46184  11.01448  0.35
H  7.72195  -5.75991  10.06127  0.37
H  5.91933  -6.74299  8.62751  0.37
H  3.87972  -5.37971  8.10902  0.42
H  1.69376  -4.88467  10.25899  0.41
H  0.24492  -4.57601  12.27959  0.36
H  0.24999  -2.38320  13.48234  0.37
H  1.60875  -0.47973  12.58677  0.36
H  2.92000  -0.78124  10.48013  0.43
H  4.97145  -1.46600  7.86105  0.49
H  4.38593  -0.09659  5.87834  0.60

Atoms 1-6, force components in eV/Å:
1.423 0.910 0.368
-1.273 -0.641 -0.321
0.932 -0.494 -1.029
-0.367 0.176 0.044
-0.355 0.672 0.980
-0.691 -0.234 -0.040